# 1
DFT (ωB97M-V with the def2-TZVPD basis set) results for a structure of composition C15H43B2ClFHfO15S4.

Last column: Mulliken charge in e.
Geometry (Å):
1 Hf 0.863 -23.105 4.236  0.80
2 B -0.084 -25.134 5.123  0.74
3 H 0.662 -25.241 4.349  -0.01
4 H -0.735 -24.357 4.753  -0.17
5 H -0.653 -26.047 5.206  -0.12
6 H 0.418 -24.867 6.040  -0.27
7 B -0.930 -21.825 5.210  1.56
8 H -1.470 -22.346 4.435  -0.11
9 H -1.617 -21.161 5.711  -0.50
10 H -0.368 -22.428 5.908  -0.08
11 H -0.234 -21.192 4.683  0.06
12 Cl 0.799 -21.550 1.975  -0.44
13 O -1.726 -24.586 0.319  -0.56
14 S -1.612 -24.675 1.813  0.80
15 O -0.377 -24.273 2.525  -0.44
16 O -2.944 -24.055 2.631  -0.27
17 C -4.122 -23.814 1.928  -0.27
18 C -5.208 -23.914 3.000  -1.15
19 C -1.983 -26.413 2.352  -0.88
20 H -4.171 -24.466 1.056  0.46
21 H -4.144 -22.801 1.527  0.24
22 H -5.114 -23.299 3.895  0.27
23 H -5.152 -24.939 3.368  0.29
24 H -6.232 -23.706 2.689  0.41
25 H -1.826 -26.400 3.431  0.21
26 H -1.236 -27.057 1.888  0.42
27 H -2.975 -26.715 2.016  0.35
28 O 0.219 -19.771 7.427  -0.49
29 S -0.718 -18.667 7.376  0.79
30 O -1.882 -18.578 8.246  -0.60
31 O 0.265 -17.319 7.703  -0.19
32 C -0.335 -16.057 7.839  -0.36
33 C -1.010 -15.934 9.233  -1.08
34 C -1.106 -18.336 5.619  -0.73
35 H -1.170 -15.991 7.141  0.19
36 H 0.340 -15.252 7.547  0.45
37 H -1.061 -14.865 9.437  0.40
38 H -0.169 -16.293 9.826  0.29
39 H -1.934 -16.455 9.483  0.25
40 H -0.210 -18.125 5.035  0.32
41 H -1.779 -17.488 5.488  0.48
42 H -1.683 -19.162 5.204  0.17
43 O 2.107 -23.189 6.256  -0.83
44 S 3.034 -23.517 7.270  0.83
45 O 3.597 -24.757 7.468  -0.63
46 O 4.320 -22.488 6.975  0.01
47 C 5.444 -22.588 7.823  -0.45
48 C 6.482 -21.587 7.242  -1.06
49 C 2.420 -22.824 8.832  -0.83
50 H 5.688 -23.603 8.136  0.48
51 H 5.110 -22.135 8.756  0.28
52 H 6.131 -20.555 7.246  0.15
53 H 6.727 -21.820 6.206  0.27
54 H 7.483 -21.513 7.666  0.44
55 H 1.938 -21.871 8.617  0.12
56 H 3.208 -22.893 9.582  0.49
57 H 1.510 -23.385 9.046  0.40
58 O 2.205 -18.320 4.232  -0.61
59 S 2.703 -19.458 4.994  0.77
60 O 1.948 -20.747 5.012  0.06
61 O 4.308 -19.715 4.682  -0.20
62 C 4.516 -20.184 3.368  -0.12
63 C 5.908 -19.792 2.977  -1.33
64 C 3.092 -19.026 6.760  -0.49
65 H 3.804 -19.775 2.651  0.44
66 H 4.393 -21.266 3.407  0.11
67 H 6.124 -20.103 1.955  0.39
68 H 6.672 -20.073 3.701  0.30
69 H 5.879 -18.703 3.003  0.33
70 H 2.498 -18.139 6.977  0.37
71 H 4.159 -18.921 6.959  0.38
72 H 2.568 -19.787 7.339  -0.14
73 C -2.463 -23.065 8.158  0.45
74 C -2.448 -23.432 9.666  0.29
75 O -3.735 -24.021 9.836  -0.35
76 C -4.376 -24.328 8.701  0.59
77 O -5.391 -24.914 8.417  -0.50
78 O -3.499 -23.940 7.640  -0.33
79 F -2.249 -22.425 10.508  -0.25
80 H -1.540 -23.147 7.584  -0.54
81 H -2.836 -22.045 8.063  0.13
82 H -1.642 -24.164 9.724  0.35

Computed properties:
Net charge: +1

***

# 2
DFT (ωB97M-V with the def2-TZVPD basis set) results for a cluster of 7 separate species, C15H43BNO14PS in total.

Last column: Mulliken charge in e.
Geometry (Å):
1 N 0.225 2.336 6.439  -0.54
2 B -0.361 2.120 5.081  0.38
3 O -1.823 2.132 4.990  -0.55
4 C 0.487 1.925 3.700  0.28
5 O -0.354 1.820 2.527  -0.57
6 O 1.106 3.256 3.524  -0.40
7 C 2.451 2.938 3.057  0.47
8 O 3.098 3.445 2.128  -0.48
9 O 2.810 1.828 3.938  -0.43
10 C 1.715 0.885 3.628  0.68
11 S 1.901 0.389 1.828  -0.06
12 P 1.755 -0.638 4.745  0.84
13 O 2.525 -1.795 4.051  -0.76
14 O 2.550 -0.234 6.190  -0.52
15 O 0.162 -1.212 4.976  -0.41
16 H 0.499 1.446 6.879  0.26
17 H 0.983 3.032 6.443  0.28
18 H -2.089 2.929 4.463  0.31
19 H -1.010 1.097 2.717  0.31
20 H 2.857 -0.630 1.756  0.21
21 H 3.491 0.003 5.980  0.38
22 H -0.278 -1.039 4.086  0.28
23 C 4.627 0.291 -2.088  -0.57
24 C 3.826 -0.933 -1.694  -0.30
25 O 2.491 -0.562 -1.369  -0.46
26 H 4.641 1.020 -1.274  0.22
27 H 5.657 0.020 -2.336  0.34
28 H 4.176 0.786 -2.953  -0.04
29 H 4.267 -1.413 -0.818  0.28
30 H 3.799 -1.662 -2.510  0.27
31 H 2.106 -0.146 -2.153  0.26
32 C 2.997 3.873 -5.183  -0.90
33 C 3.739 2.719 -5.828  -0.24
34 O 3.132 1.484 -5.472  -0.44
35 H 2.996 3.768 -4.095  0.22
36 H 3.457 4.829 -5.445  0.34
37 H 1.951 3.887 -5.503  0.23
38 H 4.777 2.695 -5.489  0.29
39 H 3.734 2.811 -6.919  0.29
40 H 2.214 1.509 -5.783  0.32
41 C -1.095 0.091 -7.738  -1.29
42 C -0.851 0.210 -6.247  0.04
43 O 0.210 1.129 -5.996  -0.57
44 H -0.190 -0.248 -8.249  0.31
45 H -1.903 -0.615 -7.946  0.37
46 H -1.359 1.063 -8.165  0.35
47 H -0.567 -0.758 -5.828  0.28
48 H -1.748 0.560 -5.730  0.16
49 H -0.053 1.985 -6.362  0.28
50 C -4.493 -0.557 2.364  -1.12
51 C -3.151 -1.241 2.200  -0.29
52 O -2.338 -1.007 3.343  -0.30
53 H -4.360 0.520 2.502  0.25
54 H -5.126 -0.725 1.489  0.37
55 H -5.012 -0.931 3.251  0.35
56 H -2.626 -0.850 1.325  0.32
57 H -3.276 -2.321 2.073  0.23
58 H -2.805 -1.365 4.113  0.22
59 C -1.254 -5.323 5.013  -1.21
60 C -1.979 -4.239 4.242  -0.05
61 O -2.364 -3.186 5.119  -0.56
62 H -1.894 -5.724 5.805  0.31
63 H -0.958 -6.141 4.352  0.36
64 H -0.360 -4.921 5.498  0.33
65 H -2.883 -4.639 3.777  0.34
66 H -1.340 -3.825 3.455  0.20
67 H -1.557 -2.831 5.521  0.28
68 C -4.007 -0.914 -2.563  -1.16
69 C -3.015 -0.689 -3.687  -0.13
70 O -3.543 0.237 -4.631  -0.54
71 H -4.953 -1.295 -2.957  0.31
72 H -3.616 -1.628 -1.834  0.33
73 H -4.231 0.026 -2.050  0.35
74 H -2.812 -1.626 -4.210  0.28
75 H -2.069 -0.296 -3.301  0.25
76 H -3.713 1.066 -4.163  0.29

Computed properties:
Relative energy (zero: lowest compared OMol25 entry of this formula, charge and spin), kcal/mol: 36.6
Net charge: 0
SMILES: NB(O)[C@@]1(O)OC(=O)O[C@@]1(S)P(=O)(O)O.CCO.CCO.CCO.CCO.CCO.CCO

***

# 3
DFT (ωB97M-V with the def2-TZVPD basis set) results for a cluster of 7 separate species, C15H43ClNO17S4 in total.

Last column: Mulliken charge in e.
Geometry (Å):
1 N 0.498 0.368 0.662  0.87
2 H 0.467 -0.572 1.055  0.40
3 H 0.513 0.975 1.520  0.24
4 H -0.321 0.633 0.111  0.16
5 H 1.338 0.523 0.094  0.24
6 Cl 1.564 -2.103 -1.826  1.74
7 O 2.014 -2.074 -0.443  -0.70
8 O 0.576 -1.065 -2.020  -0.65
9 O 2.710 -1.853 -2.661  -0.74
10 O 1.036 -3.402 -2.102  -0.67
11 C -0.330 3.853 1.478  -0.88
12 C 0.436 3.457 2.761  0.71
13 C -0.223 3.964 4.061  -1.48
14 O 0.753 2.135 2.798  -1.06
15 H 0.279 3.529 0.631  -0.23
16 H -0.396 4.944 1.375  0.50
17 H -1.341 3.438 1.403  0.26
18 H 1.323 4.108 2.577  0.07
19 H 0.407 3.922 4.947  0.30
20 H -1.164 3.421 4.213  0.30
21 H -0.569 5.003 3.954  0.41
22 O -1.811 1.124 -0.720  -0.70
23 S -2.547 1.650 -1.835  1.05
24 O -3.823 2.289 -1.701  -0.68
25 O -1.605 2.675 -2.653  -0.42
26 C -0.290 2.258 -3.062  0.62
27 C 0.700 3.325 -2.632  -0.16
28 C -2.710 0.333 -3.058  -0.79
29 H -0.296 2.167 -4.149  0.28
30 H -0.020 1.330 -2.552  -0.16
31 H 0.934 3.262 -1.566  -0.41
32 H 0.354 4.343 -2.803  0.47
33 H 1.670 3.120 -3.091  -0.37
34 H -2.769 0.868 -4.004  0.41
35 H -3.568 -0.324 -2.949  0.38
36 H -1.812 -0.282 -2.983  0.13
37 O -3.093 -6.560 -0.667  -0.61
38 S -3.490 -5.338 -1.275  1.11
39 O -4.485 -4.477 -0.691  -0.58
40 O -2.135 -4.490 -1.519  -0.36
41 C -2.299 -3.042 -1.605  -0.66
42 C -1.986 -2.447 -0.245  -0.48
43 C -3.850 -5.677 -3.027  -0.88
44 H -3.288 -2.788 -1.991  0.58
45 H -1.613 -2.675 -2.369  0.36
46 H -2.787 -2.644 0.465  0.56
47 H -1.934 -1.359 -0.345  -0.18
48 H -1.007 -2.756 0.112  0.21
49 H -4.772 -6.214 -3.221  0.36
50 H -2.945 -6.076 -3.479  0.33
51 H -3.926 -4.703 -3.520  0.27
52 O 4.420 2.941 -1.180  -0.69
53 S 3.791 1.695 -1.498  0.92
54 O 2.610 1.249 -0.817  -0.58
55 O 3.462 1.645 -3.080  -0.17
56 C 4.529 2.014 -3.958  -0.37
57 C 4.270 3.360 -4.619  -1.18
58 C 4.980 0.356 -1.378  -1.11
59 H 4.473 1.297 -4.782  0.31
60 H 5.516 1.882 -3.517  0.38
61 H 4.808 3.482 -5.559  0.43
62 H 4.401 4.194 -3.934  0.28
63 H 3.231 3.292 -4.957  0.27
64 H 5.983 0.720 -1.583  0.42
65 H 4.672 -0.440 -2.055  0.33
66 H 4.917 -0.049 -0.369  0.41
67 O 1.042 -1.310 4.729  -0.69
68 S -0.233 -1.346 4.076  1.09
69 O -0.382 -1.676 2.677  -0.65
70 O -1.198 -2.359 4.937  -0.25
71 C -0.924 -2.466 6.323  -0.20
72 C -1.525 -3.774 6.833  -1.21
73 C -1.181 0.159 4.419  -0.50
74 H -1.295 -1.624 6.918  0.29
75 H 0.137 -2.469 6.577  0.34
76 H -1.318 -4.541 6.085  0.32
77 H -2.606 -3.702 6.937  0.28
78 H -1.051 -4.069 7.768  0.37
79 H -2.175 0.142 3.991  0.37
80 H -0.559 0.996 4.062  -0.08
81 H -1.161 0.309 5.499  0.40

Computed properties:
Relative energy (zero: lowest compared OMol25 entry of this formula, charge and spin), kcal/mol: 0.0
Net charge: -1

***

Calculated values (eV) of LUMO for the records, taken in order: -4.741, 0.123, 2.186.
Calculated values (eV) of gap between HOMO and LUMO for the records, taken in order: 8.2, 9.8, 6.5.